Record 1
Density functional theory data (wB97M-V/def2-TZVPD) for a structure of composition C28H26FGe2NO5Pt.

Geometry as XYZ:
```
64
Properties=species:S:1:pos:R:3:forces:R:3:mulliken_charge:R:1
Pt 0.0297 -0.6917 1.2689 0.209 0.487 -0.617 0.552
O 0.2430 1.8335 6.7471 0.000 0.008 0.042 -0.568
C 0.1550 1.2325 5.5334 0.014 -0.028 -0.056 1.001
C -1.0779 0.9582 4.9398 0.017 0.045 -0.022 -0.302
C -1.0734 0.3775 3.6901 -0.122 0.044 -0.067 0.036
N 0.0798 0.1025 3.1071 -0.022 -0.274 -0.014 -0.176
C 1.2683 0.3078 3.6560 0.088 -0.012 -0.030 0.169
C 1.3519 0.8881 4.9005 -0.057 0.054 0.040 -0.555
C 2.4390 -0.1577 2.7795 -0.031 0.024 -0.015 0.314
O 3.5743 0.0285 3.1776 -0.018 -0.018 -0.006 -0.738
O 2.1000 -0.7337 1.6647 0.103 0.007 0.151 -0.713
C -2.2998 0.0107 2.8398 0.067 -0.116 0.033 0.328
O -3.4071 0.2971 3.2637 0.041 0.015 -0.018 -0.741
O -2.0375 -0.5989 1.7234 -0.171 0.077 0.233 -0.612
H -0.6411 2.0740 7.0437 0.001 0.000 0.002 0.284
H -2.0234 1.2083 5.4054 0.011 0.002 0.020 0.465
H 2.3136 1.0839 5.3522 -0.011 0.004 0.012 0.568
C -3.6718 2.0145 -0.0517 0.057 0.012 0.019 -1.330
Ge -1.9772 2.2807 -1.0123 0.016 0.013 -0.062 1.036
C -2.0585 1.1768 -2.6368 0.039 -0.017 0.028 -1.382
C -1.9174 4.1697 -1.6011 -0.054 -0.042 0.040 -1.371
Ge -0.0053 1.7446 0.3297 -0.016 -0.294 -0.014 0.001
C 1.6278 2.2330 -0.6843 0.006 -0.031 0.017 0.125
C 1.7891 3.5376 -1.1574 -0.031 0.001 0.015 -0.362
C 2.9202 3.9131 -1.8682 0.026 -0.018 -0.007 -0.701
C 3.9212 2.9826 -2.1184 -0.027 0.008 0.001 -0.476
C 3.7878 1.6881 -1.6386 -0.014 0.008 -0.009 -0.850
C 2.6528 1.3178 -0.9253 0.095 0.080 0.082 -0.048
C 0.0310 3.0433 1.8238 0.022 0.080 -0.056 0.079
C 1.2479 3.5440 2.2969 0.011 -0.033 0.009 -0.250
C 1.2953 4.4531 3.3449 -0.013 -0.013 0.021 -0.726
C 0.1203 4.8900 3.9438 0.026 -0.005 -0.001 -0.429
C -1.0980 4.4055 3.4888 -0.015 -0.035 0.018 -0.726
C -1.1379 3.4889 2.4452 -0.024 -0.031 0.014 -0.085
H -4.4949 2.0730 -0.7678 0.006 -0.017 -0.003 0.501
H -3.8301 2.7826 0.7062 0.003 0.000 -0.002 0.383
H -3.6920 1.0411 0.4391 0.002 0.008 -0.014 0.333
H -2.9296 1.4622 -3.2314 -0.002 0.012 0.020 0.468
H -2.1383 0.1190 -2.3815 0.020 0.030 0.010 0.351
H -1.1643 1.3133 -3.2465 0.011 -0.013 0.008 0.376
H -2.8191 4.4089 -2.1702 0.002 -0.001 0.005 0.460
H -1.0508 4.3493 -2.2374 0.014 -0.007 -0.015 0.385
H -1.8626 4.8412 -0.7421 0.010 -0.017 -0.004 0.365
H 1.0252 4.2802 -0.9521 -0.022 0.004 -0.016 0.434
H 3.0233 4.9322 -2.2227 -0.006 -0.006 -0.006 0.389
H 4.8035 3.2695 -2.6780 0.006 0.001 0.011 0.351
H 4.5711 0.9607 -1.8140 0.003 -0.002 0.014 0.404
H 2.5788 0.3102 -0.5330 0.041 0.053 0.050 0.430
H 2.1757 3.2190 1.8363 -0.013 0.005 0.014 0.441
H 2.2529 4.8194 3.6961 -0.002 0.000 -0.003 0.399
H 0.1563 5.6026 4.7592 -0.004 -0.001 -0.004 0.369
H -2.0225 4.7369 3.9485 0.006 -0.002 -0.005 0.419
H -2.1018 3.1110 2.1193 0.007 -0.001 -0.011 0.171
F -0.1172 -3.8989 -4.0297 -0.005 -0.006 -0.002 -0.368
C -0.0838 -3.1576 -2.8865 -0.010 -0.020 0.020 0.436
C -0.6445 -3.6740 -1.7369 0.033 0.040 -0.052 -0.761
C -0.6004 -2.9034 -0.5816 -0.065 0.055 0.061 -0.325
C -0.0090 -1.6312 -0.5399 -0.167 -0.138 0.246 -0.299
C 0.5337 -1.1659 -1.7374 0.059 0.174 -0.052 0.505
C 0.5042 -1.9138 -2.9112 -0.006 0.012 -0.002 -0.906
H -1.1053 -4.6535 -1.7543 0.002 0.005 0.009 0.426
H -1.0552 -3.3091 0.3165 0.006 0.020 0.002 0.333
H 0.9983 -0.1853 -1.7739 -0.153 -0.192 -0.081 0.278
H 0.9272 -1.5357 -3.8334 0.002 0.005 0.001 0.433
```
Forces are in eV/Å.

Net charge   -1
Expectation value of S²   0.76
2S+1   2
Highest occupied orbital energy (alpha / beta)   -3.41 / -5.64 eV
Kohn-Sham gap (alpha / beta)   5.725 / 7.828 eV
M   815.8 g mol⁻¹
Max |F|   0.8 eV/A
LUMO energy (alpha / beta)   2.32 / 2.19 eV

***

Record 2
Density functional theory data (wB97M-V/def2-TZVPD) for a structure of composition C28H26N2O2PS4SbTi in a non-equilibrium geometry.

Geometry as XYZ:
```
65
Properties=species:S:1:pos:R:3:forces:R:3:mulliken_charge:R:1
Ti 0.6905 0.0231 -0.1817 0.204 -1.279 -0.276 0.072
C 0.4567 0.7135 4.6930 0.015 0.001 -0.072 -1.607
C 0.9591 -0.0963 3.5296 0.044 0.056 0.069 1.037
C 0.2452 -1.1840 3.0432 -0.010 -0.142 -0.122 -0.434
C 0.6836 -1.9006 1.9352 -0.071 -0.015 0.097 -0.277
C 1.8391 -1.5080 1.2490 0.529 -0.469 0.805 -1.364
C 2.5988 -0.4471 1.7769 -0.089 -0.113 0.038 -0.112
C 2.1561 0.2354 2.8995 0.036 0.018 0.044 -0.393
H 0.2373 1.7308 4.3636 -0.021 -0.005 -0.013 0.286
H 1.1965 0.7563 5.4960 0.000 0.013 -0.006 0.414
H -0.4667 0.2947 5.0933 0.031 -0.021 0.009 0.347
H -0.6646 -1.4907 3.5484 -0.003 0.005 -0.025 0.284
H 0.2000 -2.8212 1.6257 -0.123 0.156 -0.100 0.184
H 2.2601 -2.1851 0.5179 -0.095 0.060 -0.197 0.782
H 3.5656 -0.2241 1.3491 -0.020 0.115 -0.074 0.483
H 2.7553 1.0460 3.3014 -0.027 0.028 -0.041 0.364
O -1.3552 2.5492 2.3587 -0.092 0.188 0.098 -0.751
C -1.1412 1.8676 1.3746 0.431 -0.444 -0.123 0.297
O -0.0457 1.1903 1.1667 -0.846 1.146 0.933 -0.099
C -2.1574 1.7486 0.2439 -0.006 -0.209 -0.041 -1.196
P -1.8570 0.1923 -0.7517 -0.717 0.821 0.339 1.629
C -3.0113 -0.9316 0.1250 0.122 -0.262 -0.162 0.611
C -4.3132 -0.5786 0.4806 -0.016 0.029 0.083 -0.328
C -5.1258 -1.4737 1.1617 0.052 0.005 -0.022 -0.809
C -4.6381 -2.7268 1.5151 0.058 0.003 -0.018 -0.501
C -3.3399 -3.0847 1.1790 -0.026 0.056 -0.007 -0.565
C -2.5362 -2.1965 0.4758 -0.034 0.140 -0.189 0.112
C -2.6656 0.7421 -2.3035 0.085 -0.252 -0.045 0.159
C -1.8767 1.5168 -3.1519 -0.037 0.012 -0.026 -0.376
C -2.4017 2.0422 -4.3232 -0.026 0.004 0.030 -0.664
C -3.7248 1.7910 -4.6643 0.015 -0.017 0.048 -0.474
C -4.5044 0.9880 -3.8430 0.056 0.000 0.044 -0.661
C -3.9747 0.4567 -2.6723 -0.040 -0.046 -0.057 -0.387
H -2.0176 2.5993 -0.4257 -0.017 0.036 -0.040 0.618
H -3.1602 1.8165 0.6564 -0.080 0.061 -0.037 0.446
H -4.7039 0.4014 0.2339 -0.002 -0.009 -0.026 0.375
H -6.1401 -1.1916 1.4173 0.010 0.006 0.010 0.387
H -5.2769 -3.4253 2.0429 0.021 0.015 0.014 0.378
H -2.9433 -4.0583 1.4399 0.000 0.001 -0.056 0.453
H -1.5485 -2.5174 0.1569 -0.045 -0.031 0.053 -0.522
H -0.8365 1.6895 -2.8988 0.032 0.001 -0.011 0.234
H -1.7723 2.6344 -4.9767 -0.011 0.001 0.024 0.428
H -4.1415 2.2061 -5.5742 0.017 -0.030 0.003 0.357
H -5.5287 0.7655 -4.1163 0.012 -0.016 -0.003 0.398
H -4.5766 -0.2073 -2.0640 0.011 0.057 -0.009 0.462
S 0.0840 -4.5641 -0.2941 -0.062 -0.145 0.091 -0.649
Sb 0.3356 -3.7589 -2.4258 0.426 0.151 0.050 0.286
S 1.0425 -1.3676 -2.1706 -0.048 -0.385 -0.498 -0.615
S -1.6465 -2.5104 -3.0472 -0.168 0.168 0.053 -0.278
N 3.7935 -0.1920 -1.1945 0.094 -0.346 0.057 -0.177
C 3.2591 1.0284 -1.4600 -0.042 -0.098 -0.709 0.406
N 2.0960 1.4328 -1.0456 0.257 1.005 -0.372 0.642
C 1.8153 2.7118 -1.5738 -0.042 -0.501 0.385 -1.091
C 0.7313 3.4987 -1.2184 -0.197 0.159 0.070 -0.214
C 0.5621 4.7246 -1.8333 0.065 0.056 -0.094 -0.701
C 1.4768 5.1862 -2.7872 -0.088 -0.048 0.096 -0.585
C 2.5963 4.4375 -3.0995 0.025 -0.105 0.081 -0.457
C 2.7516 3.2032 -2.4744 0.153 0.163 -0.215 0.518
S 4.0393 2.0541 -2.6319 0.329 0.273 -0.033 -0.367
H 3.1248 -0.9507 -1.4421 0.033 0.088 0.161 -0.031
H 4.7041 -0.3378 -1.6042 -0.038 -0.037 -0.042 0.315
H 0.0604 3.1662 -0.4419 -0.031 -0.067 -0.036 0.717
H -0.2881 5.3374 -1.5622 0.015 0.000 -0.022 0.436
H 1.3154 6.1395 -3.2737 0.012 0.001 0.026 0.388
H 3.3304 4.7952 -3.8102 -0.020 -0.004 0.007 0.382
```
Forces are in eV/Å.

Net charge   -1
Expectation value of S²   3.77
2S+1   4
Highest occupied orbital energy (alpha / beta)   -3.32 / -4.00 eV
Kohn-Sham gap (alpha / beta)   5.369 / 5.660 eV
M   751.4 g mol⁻¹
Max |F|   1.7 eV/A
LUMO energy (alpha / beta)   2.05 / 1.66 eV

***

Record 3
Density functional theory data (wB97M-V/def2-TZVPD) for a structure of composition C28H26N4O3PdS2 in a non-equilibrium geometry.

Geometry as XYZ:
```
64
Properties=species:S:1:pos:R:3:forces:R:3:mulliken_charge:R:1
Pd -0.2271 -0.6569 0.1832 0.922 0.652 0.537 0.294
C 1.1080 -0.1822 4.3777 -0.186 0.025 -0.038 -1.324
C 1.2377 -0.0261 2.8853 -0.596 0.200 0.364 1.076
N 0.1714 0.1939 2.1870 0.857 -0.862 -1.443 0.264
N -1.0240 0.3473 2.7927 -1.059 0.684 1.374 -1.036
C -1.9537 -0.5084 2.5802 0.594 -0.078 0.072 0.694
S -1.7501 -1.9622 1.6579 0.407 0.016 -0.394 -0.291
S -3.5257 -0.1048 3.2715 -0.381 -0.016 0.123 -0.121
C -4.0858 -1.7703 3.8277 0.311 0.562 -0.255 -0.927
C -3.3236 -2.2244 5.0281 -0.019 -0.097 0.112 0.772
C -3.7365 -1.8428 6.3001 0.040 -0.070 -0.093 -0.513
C -3.0372 -2.2630 7.4169 -0.044 0.024 0.088 -0.593
C -1.9221 -3.0736 7.2729 0.107 -0.005 0.070 -0.398
C -1.4934 -3.4379 6.0081 0.054 -0.038 0.082 -0.855
C -2.1871 -3.0119 4.8907 -0.100 -0.043 -0.053 0.107
C 2.5500 -0.1276 2.2730 0.106 -0.337 -0.756 -0.237
C 3.6568 0.3294 2.9992 0.089 0.049 -0.078 -0.611
C 4.9433 0.2285 2.5252 0.029 0.107 0.238 -0.685
C 5.1666 -0.3846 1.2943 -0.115 -0.032 -0.028 -0.386
C 4.1118 -0.8513 0.5562 -0.129 0.006 -0.071 -0.413
C 2.7608 -0.7328 0.9868 0.513 0.240 0.726 0.604
O 1.8495 -1.2363 0.2338 -1.107 -0.266 -0.629 -0.890
H 0.2008 -0.7446 4.5947 -0.005 -0.008 0.059 0.215
H 1.9580 -0.7004 4.8080 0.097 0.038 -0.053 0.437
H 0.9943 0.7916 4.8523 -0.008 0.100 0.083 0.341
H -5.1423 -1.6419 4.0584 -0.036 -0.039 -0.121 0.587
H -3.9439 -2.4383 2.9782 -0.164 -0.083 0.073 0.025
H -4.6126 -1.2172 6.4016 -0.071 0.063 0.070 0.381
H -3.3623 -1.9622 8.4027 -0.040 0.002 0.059 0.378
H -1.3846 -3.4202 8.1434 0.034 0.008 0.084 0.391
H -0.6202 -4.0616 5.8863 0.085 -0.052 0.015 0.421
H -1.8471 -3.2883 3.9037 0.005 -0.071 -0.032 0.398
H 3.4875 0.8212 3.9454 -0.023 -0.020 0.172 0.424
H 5.7690 0.6100 3.1050 0.068 0.056 0.070 0.392
H 6.1773 -0.4995 0.9279 0.057 -0.003 -0.074 0.371
H 4.2716 -1.3326 -0.3972 -0.007 -0.057 -0.088 0.416
O -6.2353 2.9755 -0.7843 -0.217 -0.178 -0.135 -0.513
C -5.1523 3.5648 -0.1077 0.063 0.391 0.207 -0.692
C -3.9342 2.6963 -0.2269 0.048 -0.111 -0.023 0.491
C -2.6813 3.1931 0.1157 -0.142 -0.202 -0.153 -0.710
C -1.5894 2.3504 0.0265 0.083 0.219 0.092 -0.579
N -1.6930 1.0892 -0.3624 -0.167 -0.635 0.131 -0.260
C -2.8900 0.5987 -0.7083 0.154 0.555 0.188 0.126
C -4.0365 1.3802 -0.6546 0.161 -0.008 -0.051 -0.139
C -2.8796 -0.8303 -1.0734 -0.069 -0.659 -0.197 1.012
C -3.9894 -1.6398 -0.8719 0.199 0.091 -0.263 -0.343
C -3.8657 -3.0158 -1.0168 0.202 0.219 -0.069 0.324
C -5.0162 -3.9125 -0.6389 0.060 -0.286 -0.190 -0.749
O -5.8545 -3.3569 0.3427 -0.129 0.208 0.275 -0.523
C -2.6453 -3.5157 -1.4599 -0.226 0.166 -0.036 -0.841
C -1.6032 -2.6352 -1.7038 -0.124 -0.087 -0.091 -0.328
N -1.6930 -1.3262 -1.4768 -0.292 -0.114 -0.083 -0.814
H -7.0401 3.4661 -0.5923 0.084 -0.011 0.010 0.310
H -5.3795 3.6901 0.9627 0.068 0.014 -0.140 0.307
H -4.9255 4.5586 -0.5234 0.003 -0.135 0.106 0.320
H -2.5623 4.2125 0.4458 0.067 0.132 0.041 0.466
H -0.5901 2.6880 0.2752 -0.047 -0.001 0.110 0.423
H -4.9994 0.9914 -0.9378 -0.087 -0.081 -0.053 0.581
H -4.9223 -1.2188 -0.5313 -0.037 0.036 0.095 0.597
H -4.6304 -4.8918 -0.3193 -0.028 0.123 -0.141 0.359
H -5.6601 -4.0641 -1.5113 0.118 -0.101 0.047 0.319
H -5.3291 -3.1454 1.1251 -0.011 -0.053 -0.071 0.259
H -2.4954 -4.5746 -1.5951 0.033 -0.163 -0.003 0.461
H -0.6447 -2.9902 -2.0703 -0.050 0.012 0.129 0.428
```
Forces are in eV/Å.

Expectation value of S²   2.01
2S+1   3
Highest occupied orbital energy (alpha / beta)   -7.07 / -7.04 eV
Kohn-Sham gap (alpha / beta)   6.687 / 5.954 eV
M   637.1 g mol⁻¹
Max |F|   1.9 eV/A
LUMO energy (alpha / beta)   -0.38 / -1.09 eV